# 1
Below is C33H40Ge2N4Pt as an isolated structure in a non-equilibrium geometry, with properties calculated with ωB97M-V/def2-TZVPD.

## Properties
E_HOMO (spin up / spin down) in eV: -12.903 / -12.857
E_LUMO (spin up / spin down) in eV: -6.06 / -9.06
Spin multiplicity: 3
Gap between HOMO and LUMO (spin up / spin down) in eV: 6.84 / 3.80
Expectation value of S²: 2.01
Net charge: +2

Cartesian coordinates (Å):
Pt: 0.738 0.204 0.001
C: -2.685 0.719 3.632
C: -1.416 0.973 2.840
Ge: -1.036 -0.503 1.496
C: -0.484 -2.282 2.347
C: -1.655 -2.966 3.017
C: -2.702 -0.888 0.547
C: -2.783 -0.747 -0.790
Ge: -1.085 -0.050 -1.656
C: -0.054 -1.386 -2.834
C: -0.772 -1.831 -4.093
C: -1.375 1.788 -2.500
C: -2.615 2.037 -3.343
C: -3.987 -1.005 -1.557
C: -3.964 -0.903 -2.955
C: -5.089 -1.160 -3.707
C: -6.275 -1.526 -3.083
C: -6.319 -1.632 -1.698
C: -5.199 -1.370 -0.943
H: -2.890 1.568 4.283
H: -2.590 -0.167 4.255
H: -3.538 0.594 2.970
H: -0.558 1.067 3.506
H: -1.512 1.908 2.285
H: 0.310 -2.071 3.063
H: -0.081 -2.917 1.559
H: -2.084 -2.350 3.804
H: -1.319 -3.900 3.468
H: -2.432 -3.208 2.296
H: -3.549 -1.246 1.119
H: 0.175 -2.249 -2.206
H: 0.879 -0.884 -3.094
H: -1.688 -2.368 -3.858
H: -0.126 -2.504 -4.656
H: -1.007 -0.983 -4.733
H: -0.485 2.002 -3.091
H: -1.391 2.472 -1.649
H: -2.584 1.499 -4.288
H: -2.676 3.099 -3.576
H: -3.526 1.764 -2.816
H: -3.042 -0.614 -3.438
H: -5.053 -1.071 -4.780
H: -7.158 -1.721 -3.669
H: -7.236 -1.917 -1.209
H: -5.261 -1.456 0.129
C: 1.763 3.694 2.507
C: 1.218 2.785 1.599
N: 1.642 1.542 1.504
C: 2.610 1.088 2.316
C: 3.213 1.938 3.277
C: 2.769 3.269 3.345
C: 4.234 1.421 4.127
C: 4.608 0.121 4.054
C: 3.994 -0.772 3.128
C: 4.315 -2.140 3.068
C: 3.690 -2.932 2.134
C: 2.771 -2.347 1.259
N: 2.444 -1.071 1.298
C: 3.016 -0.286 2.229
H: 1.390 4.705 2.536
H: 0.400 3.078 0.951
H: 3.211 3.943 4.064
H: 4.696 2.093 4.833
H: 5.382 -0.266 4.699
H: 5.037 -2.551 3.757
H: 3.904 -3.986 2.068
H: 2.277 -2.952 0.508
N: 3.426 -0.832 -1.722
C: 3.192 0.465 -1.987
C: 4.047 1.200 -2.833
C: 3.766 2.514 -3.099
C: 2.630 3.098 -2.531
C: 1.845 2.328 -1.713
N: 2.115 1.045 -1.438
H: 4.201 -1.304 -2.148
H: 2.766 -1.352 -1.164
H: 4.902 0.708 -3.264
H: 4.398 3.093 -3.751
H: 2.365 4.118 -2.742
H: 0.944 2.727 -1.263

***

# 2
Below is C33H40IrN6O3SSbSe4Si as an isolated structure in a non-equilibrium geometry, with properties calculated with ωB97M-V/def2-TZVPD.

## Properties
E_HOMO (spin up / spin down) in eV: -4.139 / -4.101
E_LUMO (spin up / spin down) in eV: 0.12 / 0.12
Spin multiplicity: 2
Gap between HOMO and LUMO (spin up / spin down) in eV: 4.26 / 4.22
Expectation value of S²: 0.75
Net charge: -1

Cartesian coordinates (Å):
Ir: 0.260 -0.783 1.275
N: 2.236 -1.551 2.379
C: 1.980 -2.739 3.181
C: 0.524 -2.755 3.737
O: 0.350 -3.296 4.817
O: -0.364 -2.238 2.978
H: 2.961 -1.731 1.692
H: 2.601 -0.799 2.956
H: 2.660 -2.838 4.027
H: 2.057 -3.627 2.551
C: -1.650 -1.228 0.537
Si: -1.998 -0.195 -0.967
C: -1.098 1.437 -0.628
N: 0.273 1.166 -0.129
C: 0.799 2.173 0.818
C: 1.613 3.306 0.170
C: 1.194 3.534 -1.279
C: 1.461 2.252 -2.079
C: 1.245 0.994 -1.210
C: -1.484 -1.019 -2.593
C: -1.038 -0.256 -3.673
C: -0.656 -0.844 -4.869
C: -0.706 -2.222 -5.010
C: -1.187 -2.998 -3.966
C: -1.576 -2.399 -2.777
C: -3.884 0.009 -1.091
C: -4.602 -0.714 -2.045
C: -5.987 -0.770 -2.017
C: -6.690 -0.101 -1.029
C: -5.998 0.649 -0.089
C: -4.614 0.700 -0.122
H: -1.716 -2.295 0.309
H: -2.400 -1.081 1.316
H: -1.647 1.964 0.155
H: -1.114 2.089 -1.508
H: 1.453 1.658 1.527
H: -0.037 2.589 1.384
H: 2.679 3.063 0.181
H: 1.478 4.213 0.761
H: 1.758 4.364 -1.706
H: 0.137 3.809 -1.316
H: 2.501 2.241 -2.408
H: 0.838 2.228 -2.976
H: 2.201 0.747 -0.741
H: 0.953 0.150 -1.837
H: -1.013 0.823 -3.583
H: -0.331 -0.224 -5.695
H: -0.395 -2.693 -5.933
H: -1.256 -4.071 -4.089
H: -1.977 -3.013 -1.980
H: -4.063 -1.249 -2.817
H: -6.518 -1.348 -2.763
H: -7.769 -0.163 -0.989
H: -6.541 1.184 0.678
H: -4.096 1.286 0.629
Se: 5.471 0.567 -1.503
Sb: 5.429 2.267 0.318
Se: 3.610 1.530 1.819
Se: 7.549 2.491 1.595
Se: 4.847 4.485 -0.678
N: -0.735 3.360 6.933
C: -1.587 3.129 5.911
S: -3.110 3.827 5.987
C: -1.178 2.272 4.816
C: 0.115 1.742 4.691
C: 0.437 0.950 3.617
N: -0.421 0.601 2.648
C: -1.656 1.118 2.751
C: -2.059 1.934 3.777
H: -0.994 4.064 7.602
H: 0.245 3.162 6.820
H: 0.889 1.936 5.420
H: 1.453 0.597 3.531
H: -2.349 0.858 1.966
H: -3.068 2.318 3.803
N: 3.869 -2.785 -4.342
C: 2.859 -3.476 -3.762
O: 2.354 -4.447 -4.300
C: 2.370 -2.966 -2.449
C: 2.856 -1.832 -1.801
C: 2.207 -1.373 -0.680
N: 1.109 -1.955 -0.158
C: 0.720 -3.117 -0.703
C: 1.312 -3.637 -1.831
H: 4.194 -3.088 -5.243
H: 4.279 -1.966 -3.929
H: 3.727 -1.279 -2.129
H: 2.580 -0.488 -0.167
H: -0.083 -3.636 -0.200
H: 0.953 -4.553 -2.275

***

# 3
Below is C33H40N5O7S3SeTi as an isolated structure, with properties calculated with ωB97M-V/def2-TZVPD.

## Properties
E_HOMO in eV: -9.893
E_LUMO in eV: -3.72
Spin multiplicity: 1
Gap between HOMO and LUMO in eV: 6.17
Net charge: +1

Cartesian coordinates (Å):
Ti: 1.696 -0.846 -1.235
C: -1.309 -0.556 4.109
C: -1.245 0.854 3.491
S: -0.590 0.837 1.811
C: 0.535 2.253 1.741
C: 1.797 2.046 2.575
S: 2.433 0.351 2.637
C: 1.943 -0.151 4.318
C: 1.323 -1.535 4.402
S: -0.194 -1.821 3.466
H: -1.168 -0.466 5.188
H: -2.309 -0.964 3.967
H: -2.242 1.301 3.473
H: -0.613 1.522 4.075
H: 0.790 2.338 0.690
H: 0.023 3.162 2.030
H: 2.570 2.676 2.133
H: 1.657 2.394 3.599
H: 2.825 -0.130 4.960
H: 1.254 0.594 4.714
H: 2.016 -2.289 4.023
H: 1.147 -1.774 5.454
O: -2.455 -4.927 -4.417
C: -2.680 -3.756 -4.794
O: -3.450 -3.242 -5.588
C: -1.706 -2.953 -3.968
C: -2.059 -2.492 -2.690
C: -1.112 -1.946 -1.866
N: 0.183 -1.847 -2.226
C: 0.516 -2.273 -3.462
C: -0.371 -2.769 -4.375
C: 1.974 -2.104 -3.749
O: 2.579 -2.582 -4.655
O: 2.554 -1.347 -2.777
H: -3.082 -2.579 -2.353
H: -1.355 -1.588 -0.872
H: -0.029 -3.064 -5.357
C: -5.763 4.597 -0.878
O: -4.840 3.782 -0.164
C: -3.910 4.388 0.604
C: -3.812 5.771 0.739
C: -2.942 6.329 1.660
C: -2.175 5.520 2.481
C: -2.252 4.147 2.320
C: -3.050 3.561 1.345
N: -3.127 2.134 1.212
C: -2.176 1.266 0.673
C: -1.682 1.545 -0.747
C: -2.563 2.215 -1.598
C: -2.249 2.480 -2.919
C: -1.024 2.080 -3.430
C: -0.154 1.371 -2.626
C: -0.490 1.058 -1.311
O: 0.340 0.248 -0.605
H: -6.323 5.240 -0.197
H: -6.443 3.908 -1.369
H: -5.249 5.203 -1.627
H: -4.438 6.418 0.144
H: -2.893 7.405 1.754
H: -1.539 5.948 3.242
H: -1.684 3.507 2.978
H: -3.821 1.686 1.789
H: -2.606 0.261 0.732
H: -3.517 2.526 -1.206
H: -2.962 2.998 -3.544
H: -0.752 2.296 -4.453
H: 0.805 1.051 -3.031
C: 4.933 -1.787 0.378
N: 4.368 -3.100 0.083
C: 5.152 -4.232 0.569
C: 3.103 -3.230 -0.311
O: 2.277 -2.237 -0.111
N: 2.642 -4.342 -0.876
C: 3.490 -5.236 -1.665
C: 1.215 -4.653 -0.913
H: 6.000 -1.830 0.166
H: 4.782 -1.525 1.427
H: 4.489 -1.021 -0.251
H: 5.500 -3.993 1.575
H: 6.018 -4.416 -0.067
H: 4.540 -5.127 0.619
H: 4.445 -4.761 -1.871
H: 2.984 -5.419 -2.612
H: 3.647 -6.189 -1.159
H: 0.675 -4.026 -0.209
H: 1.088 -5.698 -0.634
H: 0.813 -4.511 -1.918
Se: 3.235 3.565 -0.748
C: 3.078 1.838 -0.910
N: 2.970 0.663 -1.007

***

Which of these has the highest spin multiplicity?
C33H40Ge2N4Pt